{
  "formula": "C23H34AsIIrNO7Si3",
  "method": "ωB97M-V/def2-TZVPD",
  "mol_weight_da": 914.826,
  "orbital_gap_ev": 8.60,
  "relative_energy_ev": 0.062,
  "energy_ev": -135643.193,
  "symbols": ["Ir", "O", "C", "C", "C", "N", "C", "C", "C", "O", "O", "C", "O", "O", "H", "H", "H", "C", "Si", "C", "C", "As", "Si", "C", "C", "C", "Si", "C", "C", "C", "H", "H", "H", "H", "H", "H", "H", "H", "H", "H", "H", "H", "H", "H", "H", "H", "H", "H", "H", "H", "H", "H", "H", "H", "H", "H", "H", "I", "C", "C", "C", "C", "C", "C", "C", "O", "O", "H", "H", "H", "H"],
  "coordinates": [[-0.60626, 0.18247, -0.18342], [5.27425, -0.64420, -0.52961], [3.93164, -0.52384, -0.50743], [3.17374, -0.40765, -1.67635], [1.80587, -0.29650, -1.54918], [1.26244, -0.33008, -0.33977], [1.95291, -0.36964, 0.80047], [3.32104, -0.48887, 0.75313], [1.08278, -0.21752, 2.05748], [1.60041, -0.33577, 3.14458], [-0.18795, 0.02858, 1.84018], [0.77634, -0.07183, -2.67083], [1.15396, -0.08205, -3.82040], [-0.45119, 0.11021, -2.25978], [5.59456, -0.64205, -1.43860], [3.61595, -0.37967, -2.66460], [3.89830, -0.53186, 1.66570], [-4.69466, -1.01468, -0.91767], [-3.38154, -2.17378, -1.56161], [-2.76773, -1.69498, -3.25340], [-4.06104, -3.91856, -1.60787], [-1.52894, -2.06071, -0.04752], [-2.35496, -2.38913, 2.17496], [-1.01926, -2.84569, 3.38972], [-3.55764, -3.82595, 2.04301], [-3.29275, -0.85071, 2.64842], [-0.01906, -3.79628, -0.63754], [-0.91689, -5.43277, -0.79132], [0.78331, -3.40157, -2.27837], [1.27051, -3.91190, 0.71986], [-5.47221, -0.90608, -1.67888], [-4.28879, -0.03028, -0.68702], [-5.16381, -1.41814, -0.01754], [-3.60749, -1.34344, -3.85874], [-2.33536, -2.56122, -3.76065], [-2.01566, -0.90627, -3.22084], [-4.94917, -3.90331, -2.24778], [-4.36701, -4.28332, -0.62921], [-3.35958, -4.63188, -2.03775], [-0.60659, -3.83460, 3.18441], [-1.49413, -2.88576, 4.37524], [-0.21233, -2.11852, 3.44692], [-3.13005, -4.68723, 1.52699], [-4.47103, -3.53294, 1.52346], [-3.84109, -4.15199, 3.04786], [-2.63152, 0.01229, 2.67096], [-3.73331, -0.98544, 3.64023], [-4.09895, -0.65377, 1.93991], [-1.45677, -5.50061, -1.73618], [-1.62380, -5.61115, 0.01998], [-0.17990, -6.24056, -0.77535], [0.09921, -2.95825, -3.00342], [1.16354, -4.33784, -2.69802], [1.63381, -2.73049, -2.16551], [0.93810, -4.56583, 1.52726], [1.51660, -2.94549, 1.15873], [2.19072, -4.33383, 0.30585], [-5.05310, 7.68842, 1.08503], [-3.98839, 5.92351, 0.76180], [-2.69961, 5.98723, 0.25078], [-1.99453, 4.81324, 0.04269], [-2.58122, 3.58802, 0.33528], [-3.87378, 3.53475, 0.84324], [-4.58138, 4.70483, 1.06272], [-1.82468, 2.33758, 0.10689], [-0.59045, 2.35445, -0.18550], [-2.41215, 1.20343, 0.20994], [-2.24948, 6.94267, 0.02035], [-0.98598, 4.83574, -0.34721], [-4.31632, 2.57383, 1.06889], [-5.58426, 4.67003, 1.46476]],
  "mulliken_charge": [2.69, -0.54, 0.77, -0.22, -0.41, -0.11, -0.09, -0.67, 0.34, -0.70, -0.75, 0.40, -0.71, -0.77, 0.31, 0.52, 0.64, -0.78, 0.28, -0.93, -1.06, 0.07, 0.38, -0.99, -1.08, -0.87, 0.37, -1.17, -0.98, -1.03, 0.47, 0.08, 0.24, 0.42, 0.29, 0.14, 0.41, 0.26, 0.27, 0.26, 0.40, 0.23, 0.21, 0.25, 0.43, 0.15, 0.55, 0.15, 0.31, 0.25, 0.39, 0.21, 0.51, 0.25, 0.38, 0.18, 0.42, 0.09, -0.07, -0.54, -0.42, 0.04, -0.42, -0.53, 0.52, -0.78, -0.54, 0.38, 0.47, 0.41, 0.38]
}

---

{
  "formula": "C30H25F3N6OPdS",
  "method": "ωB97M-V/def2-TZVPD",
  "s2": 6.088,
  "mol_weight_da": 681.052,
  "charge": 2,
  "orbital_gap_ev": [6.75, 3.53],
  "relative_energy_ev": 0.370,
  "energy_ev": -64951.545,
  "spin_multiplicity": 5,
  "symbols": ["Pd", "S", "C", "N", "N", "C", "C", "C", "C", "C", "C", "N", "N", "C", "C", "C", "C", "C", "C", "H", "H", "H", "H", "H", "H", "H", "H", "H", "H", "H", "C", "C", "O", "N", "C", "C", "C", "C", "C", "C", "N", "H", "H", "H", "H", "H", "H", "H", "H", "H", "H", "F", "C", "F", "F", "C", "C", "C", "C", "C", "C", "C", "C", "H", "H", "H", "H"],
  "coordinates": [[0.75527, 1.02489, -1.46602], [2.99392, 0.63734, -1.15807], [3.02017, 0.66312, 0.61036], [4.24745, 0.72068, 1.08908], [4.49715, 0.54108, 2.39466], [4.06091, -0.45607, 3.20959], [4.30138, -0.32709, 4.59844], [3.78130, -1.25764, 5.46068], [3.06041, -2.35013, 4.96595], [2.89311, -2.52450, 3.58873], [3.38872, -1.59471, 2.70943], [1.92344, 0.66891, 1.34010], [0.75476, 0.63673, 0.78626], [-0.38325, 0.56631, 1.55561], [-0.34667, 0.83352, 2.93818], [-1.52017, 0.83090, 3.66195], [-2.73495, 0.56246, 3.03787], [-2.76936, 0.25751, 1.67991], [-1.60716, 0.25432, 0.93745], [5.21117, 1.16494, 2.75409], [4.86277, 0.52150, 4.97065], [3.92749, -1.14416, 6.52569], [2.65083, -3.07796, 5.65307], [2.38892, -3.40323, 3.21182], [3.31575, -1.75448, 1.64377], [0.60734, 1.05463, 3.39546], [-1.49242, 1.04080, 4.72280], [-3.64872, 0.58546, 3.61580], [-3.71511, 0.01367, 1.21457], [-1.60461, -0.02672, -0.10851], [-3.41013, 1.98845, -2.85589], [-2.15481, 2.18589, -2.06440], [-1.21190, 1.38170, -2.17445], [-2.10586, 3.25561, -1.26295], [-1.00079, 3.52447, -0.34776], [0.21970, 4.04572, -1.06897], [0.42197, 5.40693, -1.22724], [1.53716, 5.85709, -1.91607], [2.39100, 4.91964, -2.47372], [2.11336, 3.57843, -2.30209], [1.06835, 3.13938, -1.57958], [-3.55653, 0.93025, -3.05451], [-3.30997, 2.49686, -3.81687], [-4.27725, 2.39013, -2.33592], [-2.88660, 3.89063, -1.25840], [-0.75193, 2.60043, 0.16912], [-1.34216, 4.24856, 0.38703], [-0.29698, 6.10183, -0.81531], [1.72811, 6.91567, -2.02806], [3.26295, 5.21707, -3.03847], [2.74265, 2.83148, -2.76599], [-3.02231, -7.58264, -2.55008], [-3.44934, -6.44461, -3.10786], [-3.58555, -6.65180, -4.42594], [-4.67779, -6.18173, -2.61589], [-2.52496, -5.28600, -2.82680], [-1.44329, -5.42531, -1.97003], [-0.66030, -4.32583, -1.67023], [-0.95724, -3.08222, -2.23352], [-2.03644, -2.96212, -3.12487], [-2.81954, -4.05868, -3.41291], [-0.22951, -1.90462, -1.91253], [0.35159, -0.87062, -1.65819], [-1.22383, -6.39244, -1.54034], [0.18654, -4.42360, -1.00500], [-2.24490, -1.99826, -3.56921], [-3.66330, -3.97782, -4.08550]],
  "mulliken_charge": [0.07, 0.05, 0.70, -0.92, 0.26, 1.05, -0.59, -0.56, -0.49, -0.66, -0.11, -0.70, 0.94, -0.06, -0.50, -0.66, -0.57, -0.84, 0.30, 0.27, 0.40, 0.42, 0.44, 0.45, 0.49, 0.48, 0.42, 0.43, 0.46, 0.41, -1.30, 0.41, -0.49, 0.03, 0.17, 0.57, -0.92, -0.30, -0.88, -0.03, 0.31, 0.31, 0.31, 0.43, 0.27, -0.87, 0.75, 0.48, 0.44, 0.43, 0.43, -0.27, 0.84, -0.24, -0.24, 0.25, -0.52, -0.72, 0.48, -0.53, -0.88, 0.74, -0.70, 0.48, 0.47, 0.50, 0.41]
}